[1]
Formula: C30H38N6O3P
Source: OMol25
Level of theory: ωB97M-V/def2-TZVPD

The molecular weight comes out at 561.65 g mol⁻¹. As for the orbital gap (alpha / beta): 9.551 / 8.890 eV. As for the spin multiplicity: 2. Its expectation value of S² is 0.754.

Cartesian coordinates (Å):
C: 2.50607 4.35685 0.33640
C: 1.83035 5.11478 -0.82308
C: 2.97817 5.59829 -1.78292
C: 1.13367 6.37547 -0.25229
C: -0.31729 6.58461 -0.69788
O: -0.43011 7.11038 -2.05678
C: -0.26373 8.39965 -2.12971
N: 0.05396 9.50403 -2.22653
P: -1.02356 7.78832 0.58053
O: -0.00307 8.64622 1.22581
C: -1.11595 5.28075 -0.57560
C: -0.42086 4.01201 -1.13488
C: -0.49018 2.89229 -0.08785
C: -1.25930 3.52426 -2.34414
N: 0.93884 4.27669 -1.66042
O: 1.50420 3.18647 -2.02446
H: 3.37661 4.94623 0.63275
H: 2.86308 3.36871 0.05176
H: 1.87247 4.32134 1.22525
H: 3.95699 5.30778 -1.40925
H: 2.86092 5.09307 -2.74428
H: 2.91613 6.66387 -1.99229
H: 1.08780 6.27114 0.83626
H: 1.68890 7.29366 -0.43598
H: -2.11607 8.46888 -0.00261
H: -1.58708 6.92435 1.55037
H: -2.05504 5.42616 -1.11699
H: -1.38803 5.12238 0.46714
H: 0.08263 3.08742 0.81832
H: -1.53923 2.81875 0.21887
H: -0.23623 1.91707 -0.50181
H: -1.12780 4.20527 -3.18849
H: -2.31068 3.44416 -2.07480
H: -0.86311 2.56134 -2.66869
N: 4.61604 -1.12963 -2.17770
C: 4.02701 0.06729 -2.18252
C: 2.66117 0.25731 -2.02642
C: 1.86055 -0.86182 -1.86031
C: 2.45190 -2.11274 -1.85767
C: 3.82581 -2.19042 -2.01839
H: 4.69217 0.91382 -2.31643
H: 2.23556 1.25168 -2.03043
H: 0.79117 -0.76355 -1.73234
H: 1.86085 -3.00947 -1.73180
H: 4.33156 -3.15126 -2.01717
N: 3.16645 -4.15946 3.27726
C: 3.85406 -3.50341 2.34295
C: 3.98569 -3.94223 1.03390
C: 3.37244 -5.13132 0.67490
C: 2.65515 -5.82906 1.63363
C: 2.58237 -5.30024 2.91372
H: 4.31891 -2.57886 2.66661
H: 4.55336 -3.36717 0.31714
H: 3.45204 -5.50891 -0.33746
H: 2.16266 -6.76265 1.39606
H: 2.02912 -5.81155 3.69412
N: -0.58263 -2.20836 -0.03580
C: -0.01957 -3.36236 0.32765
C: -0.73061 -4.53653 0.52176
C: -2.10329 -4.51615 0.33179
C: -2.70576 -3.32681 -0.04300
C: -1.90406 -2.20884 -0.21359
H: 1.05585 -3.33430 0.47054
H: -0.21910 -5.44284 0.81575
H: -2.69819 -5.40886 0.47675
H: -3.77429 -3.26763 -0.19930
H: -2.33571 -1.25796 -0.50949
N: -4.91102 -6.24716 1.70448
C: -5.44503 -5.89519 2.87349
C: -6.43393 -6.62244 3.51744
C: -6.89807 -7.77923 2.91310
C: -6.35616 -8.16070 1.69664
C: -5.36883 -7.36386 1.13869
H: -5.05457 -4.98220 3.30968
H: -6.82885 -6.28945 4.46726
H: -7.67029 -8.37473 3.38309
H: -6.68999 -9.05601 1.19064
H: -4.91542 -7.62739 0.18908

Mulliken population analysis, charges in e, atoms 1 to 2: -2.01, 2.34

[2]
Formula: C30H39BiN3OS
Source: OMol25
Level of theory: ωB97M-V/def2-TZVPD

The charge is -1. The molecular weight comes out at 698.71 g mol⁻¹. As for the orbital gap (alpha / beta): 3.734 / 3.735 eV. Its energy above the lowest of the compared OMol25 structures with the same formula, charge and spin is 175.7 kcal per mole.

Cartesian coordinates (Å):
Bi: -0.35253 0.42767 -0.02964
N: -1.54037 -1.22239 0.96807
N: -0.38112 -2.36373 -1.35146
C: 2.03629 0.97155 -0.21376
C: 2.15747 -0.38721 0.26952
C: 1.65504 -0.43237 1.61524
C: 1.59247 -1.65227 2.47036
H: 1.58337 -2.59211 1.91630
H: 0.73231 -1.74272 3.12620
H: 2.42060 -1.57942 3.17401
C: 1.19012 0.92451 1.97848
C: 0.51139 1.34248 3.23416
H: 1.30983 1.61038 3.92164
H: -0.02208 0.57921 3.79106
H: -0.22953 2.13812 3.12048
C: 1.40605 1.78299 0.82628
C: 1.07152 3.24570 0.73068
H: 0.22160 3.52340 1.36058
H: 0.87298 3.55752 -0.29765
H: 1.97198 3.74568 1.09134
C: 2.72982 -1.56892 -0.48812
H: 3.79608 -1.61504 -0.22829
H: 2.64352 -1.43614 -1.57166
H: 2.25163 -2.51348 -0.20605
C: 2.53957 1.51770 -1.52317
H: 1.83205 2.19153 -2.02518
H: 2.80117 0.71291 -2.21334
H: 3.44647 2.08021 -1.28080
C: -2.02199 -0.55429 2.14231
H: -2.16764 0.54321 2.09060
C: -2.59841 -1.38566 3.15880
H: -3.17064 -0.87079 3.91587
C: -2.31282 -2.74485 3.11252
H: -2.66451 -3.37824 3.92108
C: -1.57891 -3.30302 2.09231
H: -1.36736 -4.34989 2.01913
C: -1.10304 -2.53306 1.00913
C: -0.43380 -3.01787 -0.13097
H: -0.37147 -4.09047 -0.20976
C: -0.26732 -1.00127 -1.52025
C: -0.41801 -2.89118 -2.63304
H: -0.49317 -3.93519 -2.70625
C: -0.43478 -1.91265 -3.50605
H: -0.51560 -1.88200 -4.55197
N: -0.36220 -0.69983 -2.85472
C: -0.58032 0.61844 -3.38145
C: 0.40689 1.18209 -4.20060
C: 0.17841 2.46881 -4.71209
H: 0.94742 2.93403 -5.33568
C: -1.01306 3.15843 -4.45874
C: -1.22383 4.56074 -4.96926
H: -1.10216 5.30072 -4.16711
H: -2.23401 4.69517 -5.37324
H: -0.50839 4.81500 -5.75778
C: -2.01058 2.52014 -3.71518
H: -2.96939 3.01726 -3.54783
C: -1.82418 1.23526 -3.18671
C: -2.95471 0.50005 -2.52998
H: -3.39424 -0.24449 -3.21204
H: -3.76073 1.19074 -2.24577
H: -2.65429 -0.04110 -1.62013
C: 1.65273 0.43208 -4.58434
H: 1.52925 -0.06045 -5.56094
H: 1.91827 -0.35396 -3.86718
H: 2.51660 1.10728 -4.68238
C: -0.49276 0.06368 5.96498
S: -0.63628 -1.32299 4.90780
C: 0.40914 -2.66453 5.27960
O: -0.43059 -0.47746 2.55688
H: 0.51148 0.07753 6.37029
H: -1.24403 -0.18229 6.71265
H: -0.76303 1.05283 5.56790
H: -0.27840 -3.50207 5.39872
H: 1.22165 -2.96014 4.60538
H: 0.81710 -2.35947 6.23025

Mulliken population analysis, charges in e, atoms 1 to 2: 1.32, -0.30

[3]
Formula: C30H39BiN3S
Source: OMol25
Level of theory: ωB97M-V/def2-TZVPD

The charge is -1. The molecular weight comes out at 682.71 g mol⁻¹. As for the orbital gap (alpha / beta): 5.656 / 4.855 eV. Its energy above the lowest of the compared OMol25 structures with the same formula, charge and spin is 95.6 kcal per mole.

Cartesian coordinates (Å):
Bi: 0.71013 -0.36236 -0.18213
N: 4.49472 1.91127 1.39143
N: 1.33721 -0.00098 -3.79668
C: -1.48767 0.76660 1.74486
C: -0.83840 2.01760 1.43401
C: 0.22452 2.19568 2.36362
C: 1.26392 3.23863 2.33886
H: 0.94436 4.12013 1.76772
H: 2.19363 2.82527 1.86147
H: 1.53192 3.55201 3.36090
C: 0.22499 1.08976 3.26679
C: 1.22059 0.86429 4.33475
H: 0.78955 1.17240 5.30427
H: 2.13061 1.45460 4.17257
H: 1.50265 -0.19882 4.41985
C: -0.85355 0.24180 2.92513
C: -1.30347 -0.89367 3.75739
H: -0.52587 -1.66136 3.87119
H: -2.21102 -1.35305 3.34941
H: -1.54716 -0.51457 4.76353
C: -1.23341 2.96650 0.36212
H: -2.09064 3.58313 0.69781
H: -1.54918 2.44418 -0.55561
H: -0.41144 3.64570 0.10483
C: -2.81782 0.35406 1.22159
H: -3.04688 -0.68540 1.47938
H: -2.88287 0.45411 0.13137
H: -3.61336 0.98365 1.65863
C: 5.75286 1.49601 1.45590
H: 6.36137 1.95432 2.27128
C: 6.29342 0.50334 0.58012
H: 7.33840 0.19481 0.80039
C: 5.45392 -0.03823 -0.38378
H: 5.91268 -0.71945 -1.09715
C: 4.11017 0.27475 -0.39014
H: 3.45972 0.04289 -1.20732
C: 3.63998 1.12626 0.67707
C: 2.26719 1.10614 0.99164
H: 1.75906 1.53722 0.09563
C: 0.55314 -0.33156 -2.76731
C: 0.84203 1.19516 -4.19194
H: 1.37000 2.06623 -4.58754
C: -0.52110 0.96016 -4.24409
H: -1.22554 1.30420 -4.97757
N: -0.73134 0.07094 -3.17689
C: -2.01288 -0.45648 -2.79945
C: -3.16563 0.36037 -2.99068
C: -4.43409 -0.17247 -2.76683
H: -5.30352 0.48920 -2.91974
C: -4.64132 -1.42574 -2.29200
C: -6.03116 -1.93128 -2.04802
H: -6.13038 -2.51532 -1.11912
H: -6.38747 -2.57465 -2.86652
H: -6.75130 -1.09773 -1.97992
C: -3.52047 -2.21824 -2.01560
H: -3.67042 -3.17863 -1.55476
C: -2.21266 -1.79541 -2.34990
C: -1.10832 -2.82267 -2.16992
H: -0.33408 -2.74230 -2.93848
H: -1.54996 -3.82774 -2.24216
H: -0.65993 -2.77278 -1.18357
C: -3.00776 1.79708 -3.36135
H: -2.69466 1.91809 -4.40034
H: -2.30104 2.28697 -2.67920
H: -3.96917 2.31267 -3.29454
C: 2.06265 -3.93375 0.72063
S: 1.81139 -2.61115 1.93424
C: 3.48399 -1.96473 2.09254
H: 1.16469 -3.97976 0.09206
H: 2.17068 -4.89819 1.23706
H: 2.94447 -3.74580 0.10313
H: 4.11109 -2.26678 1.25035
H: 3.42106 -0.87278 2.10927
H: 3.92418 -2.31434 3.03545

Mulliken population analysis, charges in e, atoms 1 to 2: 0.23, -0.53